No. 1
Density functional theory data (ωB97M-V/def2-TZVPD) for C2H6CsO2 as an isolated structure.

Positions of all 11 atoms, in Å:
Cs: -1.4318 -3.8153 -0.3757
O: -0.9950 1.3647 0.5967
O: 0.2051 -1.1390 -0.5539
C: 0.8602 -0.1214 0.2276
C: 0.2078 1.2193 -0.1161
H: 1.9462 -0.1177 0.1342
H: -0.7099 -0.9662 -0.3206
H: 0.6878 -0.4144 1.2632
H: -0.0182 1.2438 -1.1821
H: -1.6080 0.6512 0.4054
H: 0.8559 2.0949 -0.0787

Charge = +1
LUMO = -4.1 eV
Highest occupied orbital energy = -13.647 eV
Orbital gap = 9.577 eV



No. 2
Density functional theory data (ωB97M-V/def2-TZVPD) for C2H6F2P as an isolated structure.

Positions of all 11 atoms, in Å:
P: -0.4891 0.0446 -0.0309
F: -1.5551 0.5397 -1.0694
F: -1.2855 0.5933 1.2959
C: 1.3789 1.5371 -0.0432
C: -0.6780 -1.6958 0.0250
H: -1.6400 -1.8835 0.4903
H: 1.0437 2.1955 -0.7842
H: -0.0753 -2.4215 0.4529
H: 2.2779 1.0731 -0.3346
H: 1.4313 1.8947 1.0653
H: -0.4090 -1.8772 -1.0670

Charge = +1
LUMO = -5.9 eV
Highest occupied orbital energy = -16.923 eV
Orbital gap = 11.025 eV



No. 3
Density functional theory data (ωB97M-V/def2-TZVPD) for a 2-piece molecular cluster, C2H6F2Si overall.

Positions of all 11 atoms, in Å:
Si: 0.0570 -1.3096 -0.8027
F: 0.3797 -2.6062 0.1166
F: 1.6163 -0.0805 -2.6714
C: 1.7569 -0.9188 -1.5884
C: -1.1837 1.3199 1.6041
H: -0.1894 1.7041 1.5318
H: -1.4512 0.6862 2.4206
H: -0.9944 -1.7644 -1.6825
H: 2.2190 -1.8389 -1.9656
H: -1.9392 1.6930 0.9477
H: 2.4551 -0.4316 -0.9024

LUMO (spin up / spin down) = -0.8 / 0.1 eV
Highest occupied orbital energy (spin up / spin down) = -9.009 / -8.142 eV
Orbital gap (spin up / spin down) = 8.192 / 8.194 eV



No. 4
Density functional theory data (ωB97M-V/def2-TZVPD) for a 2-piece molecular cluster, C2H6FN3O overall.

Positions of all 13 atoms, in Å:
F: -1.0271 2.1005 -0.1176
O: -2.0991 -1.4762 0.1799
N: -1.6534 -0.2232 -0.4036
N: 0.4266 -1.2208 -0.3904
N: 1.7437 -0.4920 -0.1319
C: 0.2452 1.2619 0.0222
C: -0.2580 -0.1561 -0.2279
H: -2.4781 0.5915 -0.5903
H: 0.5324 1.2418 1.1803
H: 2.6476 -1.2366 -0.6328
H: 1.0194 1.7884 -0.6384
H: 2.1055 -0.2744 1.2748
H: -1.2047 -1.9046 0.4758

LUMO = 0.0 eV
Highest occupied orbital energy = -8.535 eV
Orbital gap = 8.524 eV



No. 5
Density functional theory data (ωB97M-V/def2-TZVPD) for a 2-piece molecular cluster, C2H6FNS overall.

Positions of all 11 atoms, in Å:
S: -0.8567 0.6489 -0.6012
F: 2.2231 0.8570 -0.8627
N: -2.4138 -0.1615 -0.5691
C: -0.1215 0.3042 1.0237
C: 1.9902 -0.2532 -0.1685
H: 2.5547 -0.3817 0.7848
H: -2.4801 -0.9558 -1.2258
H: 0.0055 -0.6151 1.6202
H: 1.8782 -1.0757 -0.8182
H: 0.4532 1.1636 1.3923
H: -3.2327 0.4693 -0.5755

LUMO (spin up / spin down) = 0.2 / 0.6 eV
Highest occupied orbital energy (spin up / spin down) = -7.934 / -7.687 eV
Orbital gap (spin up / spin down) = 8.171 / 8.262 eV



No. 6
Density functional theory data (ωB97M-V/def2-TZVPD) for a 2-piece molecular cluster, C2H6FNS overall.

Positions of all 11 atoms, in Å:
S: 1.9908 1.0991 -1.1784
F: -2.2679 -1.3264 -0.2942
N: -1.8380 -0.7727 0.8913
C: 0.3704 -0.3201 0.3716
C: 0.2488 0.6604 -0.7019
H: 2.2962 1.7151 -0.0356
H: 0.6692 -1.3213 0.1164
H: -0.1913 0.2515 -1.6076
H: 0.6063 0.0233 1.3627
H: -1.6246 -1.5846 1.4833
H: -0.2601 1.5755 -0.4076

LUMO (spin up / spin down) = 0.0 / 0.0 eV
Highest occupied orbital energy (spin up / spin down) = -9.236 / -8.398 eV
Orbital gap (spin up / spin down) = 9.249 / 8.371 eV



No. 7
Density functional theory data (ωB97M-V/def2-TZVPD) for a 2-piece molecular cluster, C2H6I2N2 overall.

Positions of all 12 atoms, in Å:
I: 2.5369 -0.2844 -1.7021
I: 1.8706 0.4939 2.6677
N: 1.2241 -0.7983 -0.2628
N: 0.0632 -0.3224 -0.3018
C: -0.8128 -0.8334 0.6579
C: -0.2739 0.9113 -0.9046
H: 0.3560 1.3805 -1.5778
H: -1.8442 -0.4252 0.4956
H: -1.1328 0.6125 -1.4723
H: -0.5207 1.5085 -0.0087
H: -0.9202 -1.9406 0.7901
H: -0.5461 -0.3024 1.6187

LUMO (spin up / spin down) = -1.8 / -1.8 eV
Highest occupied orbital energy (spin up / spin down) = -7.513 / -7.515 eV
Orbital gap (spin up / spin down) = 5.730 / 5.736 eV



No. 8
Density functional theory data (ωB97M-V/def2-TZVPD) for one molecule with the formula C2H6INO2S.

Positions of all 13 atoms, in Å:
I: -3.7114 0.8458 -0.2820
S: -0.6810 -0.6856 0.1327
O: -0.3441 -1.2764 1.3809
O: -1.4660 -1.4092 -0.8170
N: 0.7288 -0.1135 -0.5870
C: 2.0664 -0.2964 -0.0849
C: -1.7867 1.1546 0.4669
H: 2.3741 0.1537 0.8166
H: -1.7318 1.2898 1.5869
H: 2.3372 -1.5107 -0.1086
H: 2.7729 0.1685 -0.7224
H: -1.2261 1.8117 -0.1482
H: 0.6675 -0.1322 -1.6340

LUMO = 0.3 eV
Highest occupied orbital energy = -9.329 eV
SMILES string = CNS(=O)(=O)CI
Orbital gap = 9.589 eV



no.,calculated total energy (eV)
1,-6807.689
2,-16887.288
3,-15481.338
4,-11398.466
5,-17209.711
6,-17209.308
7,-21349.354
8,-26689.977